Record 1
Formula: C12H22N9O5Tc
Source: the OMol25 dataset
Level of theory: the ωB97M-V functional and the def2-TZVPD basis

The geometry in XYZ format:
```
49
Properties=species:S:1:pos:R:3:forces:R:3:mulliken_charge:R:1
Tc -0.4482 -0.2767 0.0807 -0.024 0.138 -0.622 0.577
C 1.2831 1.3150 5.0681 0.002 -0.002 0.016 -1.150
N 0.2798 0.7181 4.1975 -0.188 -0.049 0.091 0.095
C -0.5782 -0.3258 4.7472 -0.002 0.077 -0.016 -1.257
C 0.1549 1.0487 2.8888 -0.037 0.342 -0.056 0.458
N -0.5904 0.4365 2.0355 0.251 -0.566 0.490 -0.336
N 0.8725 2.2208 2.5620 0.010 -0.019 -0.142 -0.047
C 1.0479 2.8406 1.3532 -0.071 -0.136 0.025 0.452
N 0.9260 4.2018 1.3454 0.128 0.094 -0.043 -0.494
N 1.3157 2.1983 0.2633 0.088 -0.087 0.048 -0.028
H 1.4143 0.6668 5.9294 0.011 0.007 -0.005 0.413
H 0.9831 2.2990 5.4452 0.008 0.007 0.004 0.325
H 2.2473 1.3885 4.5661 0.003 0.017 0.006 0.407
H -0.6101 -0.2165 5.8275 0.036 -0.025 -0.001 0.425
H -0.2127 -1.3252 4.5008 -0.013 -0.014 -0.016 0.331
H -1.6005 -0.2111 4.3860 -0.014 -0.008 0.012 0.469
H -1.0298 -0.3626 2.4838 -0.027 0.067 0.090 0.215
H 1.0150 2.8322 3.3500 0.030 -0.023 0.014 0.226
H 0.7542 4.6752 2.2168 -0.079 -0.026 -0.010 0.212
H 1.5122 4.7190 0.7079 -0.009 -0.001 0.005 0.236
H 1.3286 2.7413 -0.5889 -0.012 0.043 0.016 0.339
O -6.3967 2.2699 -1.1617 0.114 -0.080 0.005 -0.467
C -5.6710 1.4855 -0.3297 -0.115 0.048 -0.052 0.618
O -6.1938 0.7710 0.4656 0.010 0.024 0.036 -0.484
C -4.1917 1.6526 -0.4251 0.092 -0.031 0.009 0.283
C -3.4855 2.8263 -0.3162 0.024 0.009 0.015 -0.277
N -2.1747 2.4941 -0.2566 -0.005 -0.064 -0.009 -0.145
N -1.9980 1.1695 -0.3331 0.146 -0.087 0.120 -0.201
C -3.2077 0.6412 -0.4360 -0.063 0.068 -0.160 -0.293
C -3.2905 -0.8471 -0.6203 -0.053 -0.109 0.152 0.663
O -4.3062 -1.3826 -0.9809 0.017 0.032 -0.033 -0.617
O -2.1436 -1.4285 -0.3618 -0.168 0.184 -0.004 -0.818
H -5.8225 2.6414 -1.8425 -0.050 0.025 -0.013 0.369
H -3.8091 3.8515 -0.2488 -0.015 0.000 0.012 0.511
H -1.3826 3.1020 -0.1492 -0.015 0.027 -0.009 0.133
C 1.4350 0.7322 0.0922 -0.095 0.165 -0.008 -1.239
H 2.0680 0.6006 -0.7870 -0.027 -0.011 -0.013 0.493
H 1.9980 0.3540 0.9528 0.058 0.018 -0.023 0.365
C 2.9415 -3.6771 0.4408 0.050 -0.056 0.004 -0.788
N 1.5710 -4.1164 0.2594 -0.085 0.075 -0.005 -0.212
C 0.5598 -3.2270 0.1536 -0.024 -0.035 -0.017 0.547
N -0.6729 -3.6757 -0.1056 0.082 -0.210 0.122 -0.240
O 0.8200 -2.0063 0.3059 0.079 0.136 0.089 -0.572
H 3.5761 -4.5583 0.4924 0.001 0.014 0.001 0.346
H 3.0484 -3.1160 1.3677 -0.008 0.005 -0.002 0.214
H 3.2736 -3.0499 -0.3866 -0.007 0.002 0.003 0.250
H 1.3925 -5.0817 0.0497 0.008 0.002 -0.004 0.209
H -0.8552 -4.6584 -0.1989 -0.012 0.000 -0.020 0.166
H -1.4410 -3.0074 -0.1880 -0.030 0.010 -0.101 0.320
```
Positions in Å, forces in eV/Å.

Its spin multiplicity is 2. For the relative energy (zero: lowest compared OMol25 entry of this formula, charge and spin), the calculation gives 1.541 eV. The calculation puts the maximum force at 0.789 eV/Å. The calculation puts the total energy at -1420.096383 a.u. The calculation puts the HOMO energy (spin up / spin down) at -9.65 / -9.15 eV. As for the charge: +1.


Record 2
Formula: C10H20Br3F3NO4P2
Source: the OMol25 dataset
Level of theory: the ωB97M-V functional and the def2-TZVPD basis

The geometry in XYZ format:
```
43
Properties=species:S:1:pos:R:3:forces:R:3:mulliken_charge:R:1
C -3.4921 -1.7412 1.3695 -0.084 0.128 0.057 -1.356
C -2.3138 -0.7670 1.5572 0.064 -0.484 0.661 -0.026
C -0.9838 -1.2273 0.9219 -0.375 0.392 0.117 -1.799
P -0.4547 -0.5027 -0.7787 0.683 -1.124 0.616 0.880
C 1.4146 -0.6596 -0.4073 0.287 0.248 -0.377 -0.739
C 2.2425 -1.4463 -1.4488 -0.129 -0.328 -0.698 -0.839
C 3.2142 -0.5694 -2.2048 -0.258 -0.154 -0.664 0.565
F 2.9354 0.7546 -2.3165 0.632 0.235 1.474 -0.189
C 4.4275 -0.9310 -2.6533 0.218 0.213 -0.072 0.084
F 4.6813 -1.8801 -3.5527 0.035 -0.950 1.134 -0.229
F 5.5861 -0.3707 -2.2801 -0.203 0.866 -1.075 -0.234
O -2.3153 -0.3518 -1.1646 -0.116 0.287 -0.302 -0.471
N -2.8579 -1.3554 -1.8552 0.146 0.058 0.054 0.201
O -3.8669 -1.0333 -2.4029 -0.182 -0.060 0.096 -0.432
C -0.6002 1.3654 -0.1170 0.298 -0.335 0.027 -1.681
Br 0.3407 2.6483 -1.2614 -0.145 0.055 -0.100 -0.021
C -0.2672 1.6425 1.3637 -0.462 1.176 0.286 0.197
C -1.2471 2.6876 1.9452 0.219 0.112 0.201 -1.261
Br 1.5471 2.3551 1.7378 0.186 -0.300 -0.064 -0.132
P -0.0561 0.1716 -3.0347 0.356 0.368 -0.423 0.424
O -1.4386 0.9426 -3.5141 0.126 0.202 -0.084 -0.499
Br -0.4034 -1.8093 -4.1363 -0.174 -0.067 0.192 -0.343
H -3.9435 -1.9875 2.3330 -0.055 0.054 0.021 0.332
H -3.1619 -2.6862 0.9403 -0.015 0.033 -0.167 0.323
H -4.2810 -1.3276 0.7435 0.053 -0.064 -0.153 0.284
H -2.6074 0.2408 1.2700 0.018 -0.025 -0.211 0.025
H -2.1455 -0.7182 2.6410 0.054 0.159 0.000 0.567
H -0.2036 -1.1117 1.6760 0.176 0.032 -0.148 0.510
H -1.0472 -2.3037 0.7503 0.037 -0.009 -0.161 0.655
H -0.4328 -1.8449 -1.3049 -0.259 0.109 -0.125 0.433
H 1.9061 0.3026 -0.2547 -0.209 0.089 0.107 0.262
H 1.5176 -1.2062 0.5283 -0.127 0.031 0.080 0.358
H 2.8889 -2.1476 -0.9227 -0.135 -0.146 0.055 0.437
H 1.6001 -2.0620 -2.0871 -0.121 0.198 -0.087 0.310
H -1.6265 1.6873 -0.2626 -0.131 -0.212 0.128 0.834
H -0.2955 0.7772 2.0056 0.069 -0.268 -0.294 0.224
H -1.9964 2.1965 2.5662 -0.171 -0.071 -0.201 0.306
H -0.7398 3.4039 2.5865 0.037 -0.032 0.070 0.426
H -1.7273 3.2639 1.1563 -0.065 -0.064 -0.040 0.289
H -1.8369 1.4306 -2.7844 -0.230 -0.313 0.068 0.369
O 4.1782 1.7299 4.3641 0.037 0.082 -0.020 -0.637
H 3.6497 1.8204 3.5621 -0.076 -0.111 0.017 0.286
H 4.2118 2.6200 4.7262 -0.009 -0.011 0.005 0.307
```
Positions in Å, forces in eV/Å.

The calculation puts the maximum force at 1.621 eV/Å. The calculation puts the total energy at -9452.963237 a.u. The calculation puts the HOMO energy at -3.99 eV. As for the charge: -1.